(1)
The following is a quantum chemistry calculation of a molecular structure, C45H36BCsF9N3O4PS3 in a non-equilibrium geometry, from OMol25.

XYZ file:
```
103
Properties=species:S:1:pos:R:3:forces:R:3:lowdin_charge:R:1
Cs -0.8756 1.0741 -2.5212 0.033 -0.094 0.408 0.9147
C -1.2759 -5.4833 -0.5306 -1.508 0.408 2.301 -0.5170
C -0.3554 -5.2525 -1.6722 0.100 -0.783 -2.657 -0.5270
S 0.1314 -3.5330 -2.0297 2.723 -1.359 -0.764 0.7110
C -0.1209 -3.5552 -3.8677 2.209 0.453 0.182 -0.5094
C -1.5702 -3.2255 -4.0840 -1.017 1.429 -0.313 -0.4841
S -2.0930 -2.2809 -2.5715 -2.117 0.373 -1.738 0.6642
C -3.4581 -3.3585 -2.0714 -1.372 0.590 0.007 -0.5204
C -3.5412 -3.6222 -0.5506 0.144 -1.482 -0.973 -0.5350
S -1.9458 -3.9696 0.2314 0.001 0.843 1.033 0.8248
H -2.2329 -5.9639 -0.7877 0.731 -0.636 -0.076 0.0729
H -0.8011 -5.9520 0.3960 -0.570 0.243 -1.534 0.0859
H 0.6087 -5.6947 -1.4747 0.007 -0.759 -0.107 0.0503
H -0.8197 -5.7086 -2.6540 1.088 0.831 1.809 0.1185
H 0.5402 -2.7271 -4.3255 -0.945 -1.152 0.928 0.0995
H 0.2898 -4.5015 -4.3026 -0.656 0.685 0.364 0.0846
H -1.7218 -2.5519 -4.9438 0.227 -0.192 0.263 0.0747
H -2.2745 -4.0381 -4.2780 0.338 -0.159 0.420 0.0706
H -4.3026 -2.6936 -2.3551 -0.115 -1.099 0.183 0.0632
H -3.4898 -4.2898 -2.6872 0.166 0.786 0.585 0.0837
H -3.9362 -2.7447 -0.0707 0.056 0.368 0.432 0.0581
H -4.2527 -4.4654 -0.3328 0.505 0.732 -0.322 0.0872
O -4.0859 2.7141 -6.0933 -0.209 -0.418 1.304 0.0334
C -3.6311 2.1409 -5.0899 0.493 1.253 -2.493 -0.4444
N -2.3494 1.6232 -4.9700 -0.821 0.142 0.091 -0.0087
C -1.6724 1.6746 -6.1271 1.209 1.600 -1.804 -0.4682
O -2.0901 1.8908 -7.2735 0.477 -0.937 0.782 0.0118
C -0.0849 1.6693 -6.0831 0.145 0.221 -0.863 -0.1679
C 0.5790 1.5278 -7.3505 -1.433 -0.650 1.484 -0.0037
C 1.9235 1.1682 -7.3653 -0.623 0.910 -1.093 -0.0897
C 2.6125 1.1325 -6.1825 -1.697 0.968 1.780 -0.0635
C 1.9233 1.6281 -5.0338 1.584 -0.624 0.551 -0.1516
N 0.6208 1.8898 -4.9497 -0.384 -0.855 -1.283 -0.0365
C -4.5135 2.0937 -3.9016 0.074 -0.701 -0.840 -0.2176
C -5.9070 2.2950 -4.0574 0.416 0.302 0.214 0.0011
C -6.7270 1.8920 -3.0178 -0.414 -0.272 0.564 -0.0717
C -6.1296 1.4336 -1.8223 1.351 0.807 -1.601 -0.0520
C -4.7177 1.5168 -1.7748 -1.100 -1.285 1.127 -0.1509
N -3.8832 1.6877 -2.8114 -1.837 0.643 1.624 0.0394
H -0.1228 1.5625 -8.1946 0.715 -0.052 0.188 0.1115
H 2.4378 1.0672 -8.3231 -0.143 -0.411 0.254 0.1071
H 3.5891 0.7455 -6.1047 1.097 -0.019 0.140 0.0860
H 2.4794 1.7661 -4.0736 -0.355 -0.164 -1.016 0.0976
H -6.2978 2.7761 -4.9714 0.469 -0.649 0.521 0.1258
H -7.8270 1.9219 -3.1272 0.732 -0.007 0.082 0.1097
H -6.6638 1.0035 -0.9936 -0.191 0.276 0.194 0.0925
H -4.3102 1.2901 -0.7906 0.471 -0.046 -0.221 0.0936
F 4.1285 4.6176 7.9927 0.651 -1.364 -0.459 0.0991
C 4.6868 3.5459 7.3230 1.259 1.611 -0.336 -0.4712
F 5.5423 4.1756 6.3486 -0.857 -1.005 1.932 0.0442
F 5.4685 2.8473 8.1892 -0.674 0.914 -0.763 0.1207
C 3.7357 2.7195 6.5590 -0.755 0.479 -0.909 -0.1521
C 3.6936 1.3255 6.6175 0.485 -0.435 -0.305 -0.0032
C 3.1698 0.6485 5.5082 -1.200 1.340 0.375 -0.0151
C 2.4706 1.3439 4.4801 0.755 0.458 1.224 -0.3058
C 2.2851 2.7053 4.5842 1.363 1.288 0.605 -0.0741
C 3.0246 3.4120 5.5572 -0.375 -0.487 -0.715 0.0083
P 1.7421 0.5923 3.0555 -0.139 -0.507 -0.693 1.0296
C 1.4068 -1.0370 3.5052 0.348 1.120 -1.302 -0.4173
C 0.2871 -1.3047 4.2591 -2.638 -0.759 1.106 -0.1194
C -0.1127 -2.6031 4.4904 -0.637 1.531 0.931 -0.0577
C 0.6043 -3.6802 3.9998 0.019 -1.453 0.423 -0.1973
C 1.7983 -3.4153 3.3464 2.066 0.354 -1.702 -0.0355
C 2.2130 -2.0983 3.0637 0.181 -2.576 0.825 -0.1004
C 0.0837 -5.0747 4.0838 0.876 1.468 -2.248 -0.5017
F -0.7288 -5.3102 2.9411 0.289 -0.460 1.245 0.0176
F -0.6832 -5.3041 5.1546 0.421 -0.750 -0.293 0.1359
F 1.1234 -5.9784 3.9145 -1.452 0.129 0.945 0.0695
C 2.9922 0.4583 1.7497 0.795 0.034 1.552 -0.3105
C 2.7148 -0.3752 0.6669 0.279 -0.040 -1.475 -0.1103
C 3.5293 -0.3504 -0.4503 0.658 1.718 -0.060 -0.0139
C 4.6719 0.5330 -0.5008 -0.664 -0.191 -0.290 -0.1317
C 5.0908 1.1957 0.6827 -0.987 -0.636 -0.079 -0.0300
C 4.2584 1.0910 1.8099 0.563 1.144 -0.449 -0.0766
C 5.1473 0.8734 -1.9038 -0.526 -0.986 0.062 -0.4591
F 5.2792 -0.3155 -2.6658 -0.062 2.058 0.715 0.0526
F 4.1743 1.6477 -2.5738 1.477 -0.995 0.571 0.0527
F 6.3119 1.5570 -1.9829 -0.910 -0.571 -0.046 0.1208
H 4.1478 0.7626 7.4690 -0.346 0.612 -0.954 0.1318
H 3.0846 -0.4033 5.5414 0.248 -1.086 -0.226 0.0957
H 1.7504 3.2727 3.8055 0.281 -0.356 0.530 0.1134
H 3.1191 4.4867 5.3679 0.006 -0.341 0.703 0.1264
H -0.4105 -0.5034 4.5901 0.795 -0.450 -0.053 0.1135
H -0.9457 -2.7400 5.1623 -0.350 -0.221 -0.148 0.1049
H 2.4112 -4.2921 2.9918 -0.556 1.200 0.416 0.1247
H 3.1874 -1.8762 2.6490 -0.094 -0.368 -0.154 0.0943
H 1.8538 -1.0225 0.6639 -0.270 -0.055 0.079 0.1084
H 3.2370 -0.8173 -1.3840 0.030 -0.389 0.233 0.1093
H 6.0237 1.7589 0.7377 -0.303 -0.109 -0.125 0.1085
H 4.5722 1.6502 2.7105 -0.302 -0.482 -0.439 0.1065
O -0.6162 2.5427 3.7294 0.263 0.032 -0.026 0.1035
B 0.1030 1.6224 2.8918 -1.753 0.983 -1.191 -0.4402
O -0.5532 1.7350 1.5851 0.234 -0.340 0.548 0.0848
C -1.6012 2.6048 1.7026 0.231 0.636 -0.020 -0.2064
C -2.4559 3.0692 0.6933 0.750 0.634 0.269 -0.0038
C -3.4036 4.0448 1.0962 0.450 -0.654 0.503 -0.0789
C -3.5367 4.3474 2.4697 -2.725 1.499 -1.456 -0.1206
C -2.6573 3.9306 3.4191 0.204 0.582 1.652 -0.0327
C -1.6358 3.1414 2.9982 1.268 -2.376 -0.467 -0.1886
H -2.2044 2.8032 -0.3518 -0.662 0.247 0.705 0.0670
H -4.0023 4.6155 0.3886 -0.035 -0.541 0.007 0.1000
H -4.4621 4.9538 2.7883 1.758 -0.736 -0.554 0.1272
H -2.7697 4.2974 4.4452 0.214 -0.411 -0.336 0.1289
```
Forces are in eV/Å.

Values from the calculation:
Energy above the lowest of the compared OMol25 structures with the same formula, charge and spin ... 101.5 kcal/mol
Orbital gap (alpha / beta) ... 3.6 / 4.1 eV
Charge ... -1
Total energy ... -4681.3047 Ha
HOMO energy (alpha / beta) ... -2.0 / -2.5 eV



(2)
The following is a quantum chemistry calculation of a molecular structure, C45H36BiN10O4 in a non-equilibrium geometry, from OMol25.

XYZ file:
```
96
Properties=species:S:1:pos:R:3:forces:R:3:lowdin_charge:R:1
Bi -7.3069 -18.7475 4.1822 -1.300 -0.147 0.149 2.0910
O -9.6951 -18.0061 4.3648 0.739 0.197 0.221 -0.2258
C -10.5844 -18.8710 4.7012 -0.085 -0.552 0.585 -0.4058
C -11.3576 -18.6866 5.8913 -0.446 -0.096 -0.321 -0.0459
C -12.2490 -19.6400 6.3519 0.455 -0.495 -0.694 -0.1094
C -12.3341 -20.8858 5.6867 0.008 0.147 -0.080 -0.1290
C -11.5808 -21.1140 4.5406 -0.595 0.447 0.468 -0.0780
C -10.7955 -20.0985 3.9800 0.070 0.003 1.458 -0.1839
C -10.0788 -20.3692 2.7981 2.335 1.166 -1.581 -0.0860
N -9.0585 -19.6182 2.4177 -1.323 -1.162 2.544 -0.1027
N -8.5300 -19.8320 1.2218 0.874 0.427 -2.170 0.0329
C -7.5926 -18.9295 0.9425 0.140 0.014 0.659 -0.4776
O -7.0633 -18.0923 1.7768 -0.247 -0.582 -0.602 -0.2381
C -7.1272 -18.9124 -0.4947 -0.007 -0.663 0.468 -0.1432
C -7.3661 -20.0439 -1.2886 0.137 0.957 -0.416 -0.0425
C -6.9781 -20.0279 -2.6262 -0.209 -0.964 0.418 -0.1039
C -6.3756 -18.9322 -3.2055 -0.060 0.895 0.244 -0.1160
C -6.1777 -17.7913 -2.4220 0.175 -0.312 0.590 -0.0907
C -6.4721 -17.8145 -1.0412 -0.245 0.199 -0.943 -0.0305
H -11.2145 -17.7516 6.4115 0.025 0.126 0.102 0.1006
H -12.8530 -19.4807 7.2403 0.126 0.119 -0.035 0.0880
H -13.0103 -21.6517 6.0470 0.099 -0.037 0.104 0.0775
H -11.5779 -22.1022 4.0850 -0.158 0.178 -0.146 0.1000
H -10.3791 -21.1954 2.1619 -0.102 -0.109 -0.253 0.1205
H -7.9022 -20.8655 -0.8446 0.035 -0.165 -0.016 0.0945
H -7.1496 -20.9193 -3.2178 -0.027 -0.007 -0.085 0.0943
H -6.1125 -18.9436 -4.2596 -0.020 0.061 0.143 0.0933
H -5.7826 -16.8862 -2.8724 0.108 -0.084 0.075 0.0884
H -6.2838 -16.9384 -0.4263 -0.062 -0.169 0.008 0.0967
C -5.6258 -22.1001 0.7096 -0.009 -0.211 0.480 -0.0532
C -5.3823 -21.1564 1.7373 -0.007 0.492 0.317 -0.1085
N -6.0647 -21.1058 2.8741 0.514 0.472 -0.447 0.0885
C -6.9900 -22.0410 3.1308 -0.808 -1.217 0.184 -0.1828
C -7.2685 -23.0723 2.1868 -0.365 -0.133 -0.041 -0.1639
C -6.5836 -23.0492 0.9622 0.441 0.287 -0.110 -0.0341
C -8.2491 -24.0749 2.4317 -0.391 0.547 1.251 -0.0448
C -8.9528 -24.0194 3.6276 0.500 -0.073 -1.151 -0.0865
C -8.7211 -22.9951 4.5619 0.888 0.579 0.068 -0.0447
C -7.7282 -22.0279 4.3868 -0.819 -0.786 -0.897 -0.2680
N -7.5191 -21.0089 5.2940 1.102 1.382 -0.492 -0.0710
C -6.6031 -21.2322 6.3142 -0.695 -0.117 0.560 -0.2455
C -6.7768 -22.2986 7.2128 0.677 0.990 -0.338 -0.0249
C -6.1105 -22.3211 8.4477 0.595 0.037 0.338 -0.0975
C -5.2450 -21.3157 8.8230 -0.628 -0.194 -0.692 -0.0678
C -4.9832 -20.2637 7.9077 -0.192 -0.822 -0.067 -0.1785
C -4.1422 -19.2106 8.2597 0.530 1.106 -0.415 -0.0285
C -3.7598 -18.2644 7.3208 -0.371 -0.953 0.332 -0.0320
C -4.2663 -18.4339 6.0114 -0.377 0.075 -0.013 -0.1231
N -5.2112 -19.3218 5.7181 0.546 0.511 -0.522 0.0159
C -5.5646 -20.2609 6.6076 -0.472 -0.320 1.181 -0.1908
H -5.0716 -22.1141 -0.2303 -0.096 0.242 0.373 0.1069
H -4.6062 -20.3831 1.6491 -0.361 -0.321 -0.161 0.1092
H -6.8204 -23.8095 0.2337 -0.021 -0.105 -0.182 0.1091
H -8.4606 -24.8315 1.6814 0.100 0.078 0.104 0.1010
H -9.7103 -24.7606 3.8266 -0.171 -0.098 0.075 0.0922
H -9.3200 -22.9291 5.4622 -0.010 -0.030 -0.026 0.1068
H -7.4905 -23.0591 6.9622 -0.275 -0.195 0.004 0.0891
H -6.2823 -23.1381 9.1476 -0.077 0.068 -0.197 0.0956
H -4.7492 -21.3122 9.7772 0.042 -0.022 0.271 0.0927
H -3.8155 -19.1631 9.2922 0.173 0.093 -0.021 0.1087
H -3.0997 -17.4422 7.5875 -0.089 -0.184 -0.236 0.1000
H -3.9001 -17.8346 5.1752 -0.314 -0.047 0.307 0.0747
O -6.3983 -16.4644 4.7022 -0.173 -0.282 0.244 -0.3034
C -6.6659 -15.5283 5.5672 -0.031 0.299 0.303 -0.3381
C -6.2749 -14.1829 5.2325 -0.240 -0.578 -0.095 -0.0280
C -6.5133 -13.0892 6.0307 -0.015 -0.583 0.134 -0.1093
C -7.1606 -13.3047 7.2495 -0.480 0.220 0.414 -0.1344
C -7.6033 -14.5656 7.6093 0.719 -0.224 -0.672 -0.0606
C -7.3211 -15.7230 6.8379 0.244 1.164 -0.203 -0.0758
C -7.7585 -17.0010 7.3723 -0.469 -1.265 -0.161 -0.2496
N -7.9182 -18.1567 6.7110 -0.463 0.447 1.003 0.0482
C -8.5522 -19.0189 7.6122 0.588 0.003 -0.657 -0.1340
C -8.6842 -18.4291 8.8226 -0.236 -0.266 -0.500 -0.0967
N -8.2052 -17.1557 8.6734 0.530 0.960 -0.329 0.0930
H -5.8035 -14.0839 4.2615 0.033 0.117 0.049 0.0902
H -6.2300 -12.0897 5.7087 0.030 -0.169 0.104 0.0963
H -7.3759 -12.4877 7.9280 -0.025 0.112 -0.149 0.0850
H -8.1943 -14.6431 8.5124 0.054 -0.055 0.074 0.0904
H -8.8775 -20.0036 7.3140 0.184 0.043 -0.053 0.1037
H -9.1210 -18.8341 9.7116 -0.013 0.180 0.293 0.1026
H -8.1641 -16.4274 9.3848 0.003 -0.590 -0.483 0.1422
C -3.0996 -15.6137 0.1081 -0.068 -0.339 0.552 -0.0384
N -2.9787 -16.7392 1.0306 -0.323 0.717 -0.774 -0.1186
C -2.0575 -17.8279 0.8630 0.378 -0.120 0.676 -0.0674
C -2.3111 -18.5866 2.2172 0.011 -0.675 0.106 -0.4548
O -1.7165 -19.6280 2.4848 -0.801 1.305 -0.039 0.0099
N -3.2977 -17.9169 2.9692 0.698 0.103 -1.649 0.1583
C -3.6620 -16.8646 2.2011 0.422 -0.507 0.391 -0.4081
N -4.5794 -15.9608 2.5675 -0.245 0.082 0.081 0.2071
H -2.5408 -15.8377 -0.7978 0.031 -0.025 0.048 0.0846
H -2.6978 -14.6882 0.5569 -0.210 -0.228 -0.205 0.0922
H -4.1471 -15.4820 -0.1818 0.098 0.162 0.003 0.0726
H -1.0017 -17.4917 0.7843 -0.479 -0.087 0.287 0.1274
H -2.2309 -18.4565 -0.0296 -0.314 0.158 0.469 0.1282
H -5.2142 -16.1689 3.3737 0.300 0.072 -0.379 0.0664
H -4.9032 -15.2514 1.9077 0.263 -0.673 0.385 0.1057
```
Forces are in eV/Å.

Values from the calculation:
Energy above the lowest of the compared OMol25 structures with the same formula, charge and spin ... 0.0 kcal/mol
Orbital gap ... 6.4 eV
Charge ... -1
Total energy ... -2799.6949 Ha
HOMO energy ... -4.1 eV